Computed, not measured: a structure of composition C24H32CoN4O2P2S, with ωB97M-V/def2-TZVPD.

* Kohn-Sham gap (spin up / spin down): 8.24 / 5.94 eV
* LUMO (spin up / spin down): -3.12 / -5.56 eV
* total energy: -3766.69149 Eh
* ΔE to the lowest compared entry with this formula, charge and spin: 0.179 eV
* strongest force on any atom: 1.72 eV Å⁻¹
* HOMO level (spin up / spin down): -0.41744 / -0.42259 Eh

ORCA input file:
```
! RIJCOSX wB97M-V def2-TZVPD def2/J DEFGRID3
* xyz 1 5
Co -0.93 1.19 -0.49
C -0.63 -0.82 2.71
P -0.01 0.49 1.59
C 1.42 -0.45 0.88
N 2.48 -0.65 1.61
C 3.48 -1.43 1.14
C 4.63 -1.67 1.92
C 5.59 -2.52 1.46
C 5.46 -3.14 0.20
C 4.37 -2.91 -0.59
C 3.35 -2.05 -0.13
N 2.23 -1.87 -0.86
C 1.29 -1.08 -0.40
P -0.31 -0.95 -1.33
C -0.99 -2.58 -0.87
C -0.09 -1.09 -3.20
C 0.69 -2.31 -3.66
C 0.55 0.20 -3.73
C -1.54 -1.17 -3.72
C 0.52 1.85 2.78
C 1.47 1.41 3.89
C 1.13 3.01 1.98
C -0.81 2.33 3.39
H 0.18 -1.11 3.38
H -0.94 -1.69 2.13
H -1.49 -0.47 3.28
H 4.71 -1.18 2.89
H 6.46 -2.73 2.06
H 6.24 -3.81 -0.14
H 4.25 -3.37 -1.57
H -0.28 -3.35 -1.18
H -1.96 -2.75 -1.35
H -1.13 -2.63 0.21
H 1.69 -2.34 -3.24
H 0.78 -2.26 -4.75
H 0.18 -3.24 -3.42
H 1.57 0.33 -3.37
H -0.04 1.08 -3.45
H 0.59 0.15 -4.82
H -1.97 -2.16 -3.56
H -1.55 -0.97 -4.79
H -2.18 -0.42 -3.24
H 2.38 0.98 3.49
H 0.99 0.68 4.55
H 1.73 2.28 4.48
H 2.06 2.72 1.50
H 1.35 3.83 2.66
H 0.44 3.38 1.22
H -1.18 1.63 4.14
H -1.58 2.46 2.62
H -0.66 3.29 3.88
O -2.79 0.52 0.03
N -3.89 1.19 -0.19
C -5.07 0.64 0.20
C -6.24 1.29 0.00
C -6.23 2.55 -0.62
C -5.04 3.10 -1.01
C -3.83 2.41 -0.79
S -2.31 3.02 -1.25
H -4.98 -0.33 0.67
H -7.17 0.84 0.32
H -7.15 3.09 -0.79
H -4.98 4.06 -1.49
O 3.09 1.77 -1.19
C 1.92 1.83 -1.10
N 0.73 1.90 -1.01
*
```


Computed, not measured: a structure of composition C24H32N3O8P2V, with ωB97M-V/def2-TZVPD.

* Kohn-Sham gap (spin up / spin down): 2.92 / 5.99 eV
* LUMO (spin up / spin down): -1.15 / -1.16 eV
* total energy: -3326.27975 Eh
* ΔE to the lowest compared entry with this formula, charge and spin: 3.614 eV
* strongest force on any atom: 3.06 eV Å⁻¹
* HOMO level (spin up / spin down): -0.14962 / -0.26285 Eh

ORCA input file:
```
! RIJCOSX wB97M-V def2-TZVPD def2/J DEFGRID3
* xyz 0 3
C 2.06 -0.33 -3.57
C 1.61 -0.44 -2.25
N 0.29 -0.32 -1.98
C -0.56 0.06 -2.95
C -0.18 0.07 -4.29
C 1.15 -0.16 -4.63
C 2.61 -0.70 -1.15
P 1.75 -0.67 0.48
V -0.63 -1.08 -0.03
P -2.26 1.06 -0.92
C -1.99 0.41 -2.55
C -0.24 -0.26 2.14
C -0.51 -1.35 2.95
C -1.18 -1.20 4.17
C -1.51 0.08 4.63
C -1.16 1.21 3.87
C -0.52 1.04 2.62
O 4.36 2.81 -1.17
O 0.69 3.27 -0.99
H 3.12 -0.51 -3.79
H -0.92 0.30 -5.05
H 1.49 -0.13 -5.67
C 2.04 -2.46 0.71
C 2.95 0.15 1.59
H -2.36 1.20 -3.22
H -2.63 -0.48 -2.69
H 3.44 0.04 -1.06
H 3.11 -1.65 -1.35
C -3.84 0.62 -0.42
C -2.12 2.80 -0.98
H -0.19 -2.35 2.64
H -1.47 -2.09 4.75
H -2.06 0.20 5.57
H -1.39 2.22 4.26
H -0.28 1.95 2.04
H 1.46 2.64 -1.07
H 0.78 3.80 -0.14
H 3.44 2.67 -0.92
H 4.27 2.75 -2.18
H -1.34 0.51 0.07
H 3.08 -2.62 0.38
H 1.92 -2.75 1.75
H 1.36 -3.03 0.06
H 3.84 -0.49 1.70
H 3.26 1.14 1.20
H 2.47 0.29 2.58
H -2.85 3.10 -1.73
H -2.36 3.21 0.00
H -1.13 3.13 -1.29
H -4.48 1.38 -0.87
H -4.12 -0.35 -0.80
H -3.96 0.64 0.65
O -2.58 -1.92 0.65
C -1.99 -2.97 0.21
O -0.92 -2.93 -0.54
C -2.44 -4.33 0.51
C -1.59 -5.38 0.12
C -1.95 -6.69 0.51
C -3.14 -6.92 1.23
C -3.96 -5.84 1.59
C -3.59 -4.52 1.27
N -5.17 -6.08 2.30
O -5.50 -7.27 2.53
O -5.87 -5.10 2.65
N -1.06 -7.77 0.19
O 0.00 -7.48 -0.42
O -1.37 -8.93 0.53
H -0.69 -5.20 -0.46
H -3.42 -7.94 1.51
H -4.20 -3.67 1.56
*
```


Computed, not measured: a structure of composition C24H32N5O2Tc, with ωB97M-V/def2-TZVPD.

* Kohn-Sham gap (spin up / spin down): 3.75 / 5.81 eV
* LUMO (spin up / spin down): -3.06 / -4.14 eV
* total energy: -1438.20914 Eh
* strongest force on any atom: 6.83 eV Å⁻¹
* HOMO level (spin up / spin down): -0.25009 / -0.36564 Eh

ORCA input file:
```
! RIJCOSX wB97M-V def2-TZVPD def2/J DEFGRID3
* xyz 1 4
Tc 0.00 0.00 0.00
C 2.28 0.06 -1.98
N 1.05 0.75 -1.55
C 0.13 0.70 -2.73
C -1.29 1.32 -2.60
C -2.10 0.85 -1.40
N -1.61 -0.44 -1.05
C -2.20 -1.53 -1.31
C -1.47 -2.82 -1.14
C -2.17 -4.01 -1.35
C -1.50 -5.23 -1.24
C -0.15 -5.24 -0.94
C 0.54 -4.03 -0.74
C -0.08 -2.77 -0.83
O 0.54 -1.66 -0.62
C 1.36 2.17 -1.28
C 1.77 2.57 0.14
C 2.54 1.51 0.90
N 1.61 0.42 1.06
C 1.66 -0.16 2.21
C 0.67 -1.12 2.79
C 1.13 -1.88 3.88
C 0.28 -2.75 4.56
C -1.03 -2.85 4.14
C -1.48 -2.09 3.06
C -0.67 -1.19 2.34
O -1.13 -0.54 1.34
H 2.85 0.65 -2.72
H 2.09 -0.90 -2.47
H 2.96 -0.15 -1.15
H 0.00 -0.34 -3.05
H 0.61 1.20 -3.59
H -1.84 1.04 -3.51
H -1.25 2.42 -2.62
H -3.17 0.86 -1.63
H -1.95 1.54 -0.56
H -3.23 -1.57 -1.71
H -3.23 -3.98 -1.57
H -2.04 -6.16 -1.38
H 0.39 -6.17 -0.83
H 1.59 -4.04 -0.47
H 0.50 2.81 -1.49
H 2.13 2.54 -1.97
H 0.87 2.83 0.71
H 2.37 3.49 0.09
H 2.86 1.94 1.86
H 3.44 1.21 0.37
H 2.49 0.07 2.90
H 2.17 -1.80 4.19
H 0.65 -3.34 5.39
H -1.72 -3.53 4.63
H -2.51 -2.21 2.72
C 0.94 4.44 2.81
N -0.23 3.56 2.60
C -1.51 4.26 2.84
C -0.16 2.50 1.77
N -0.10 1.60 1.04
H 0.86 4.96 3.77
H 1.01 5.18 2.01
H 1.86 3.85 2.83
H -1.48 4.79 3.80
H -2.34 3.55 2.88
H -1.70 4.98 2.04
H -0.82 1.06 -0.99
*
```


Computed, not measured: a structure of composition C24H32N6NiO, with ωB97M-V/def2-TZVPD.

* Kohn-Sham gap (spin up / spin down): 7.07 / 7.10 eV
* LUMO (spin up / spin down): 0.52 / 0.52 eV
* total energy: -2845.81553 Eh
* ΔE to the lowest compared entry with this formula, charge and spin: 0.185 eV
* strongest force on any atom: 0.85 eV Å⁻¹
* HOMO level (spin up / spin down): -0.24057 / -0.24207 Eh

ORCA input file:
```
! RIJCOSX wB97M-V def2-TZVPD def2/J DEFGRID3
* xyz 0 3
Ni 0.08 0.04 -1.04
C 2.39 2.22 0.32
C 3.54 1.60 -0.48
C 3.09 0.69 -1.63
N 2.11 -0.29 -1.24
C 2.43 -1.44 -0.69
C 3.77 -1.82 -0.43
C 4.29 -2.84 0.34
C 3.63 -3.80 1.10
C 2.27 -4.05 1.10
C 1.26 -3.48 0.35
C 1.27 -2.35 -0.50
N 0.22 -1.97 -1.20
C -0.92 -2.82 -1.43
C -1.97 -2.10 -2.30
C -2.76 -1.01 -1.56
N -1.94 0.14 -1.30
C -2.38 1.21 -0.65
C -3.60 1.22 0.06
C -4.21 2.21 0.81
C -3.93 3.56 0.88
C -2.94 4.23 0.15
C -1.89 3.71 -0.57
C -1.46 2.37 -0.77
N -0.26 2.06 -1.20
C 0.75 3.04 -1.51
C 1.65 3.40 -0.31
H 2.79 2.57 1.28
H 1.66 1.44 0.54
H 4.13 1.00 0.22
H 4.18 2.39 -0.88
H 3.98 0.22 -2.08
H 2.63 1.30 -2.42
H 4.52 -1.18 -0.87
H 5.37 -2.86 0.40
H 4.24 -4.42 1.73
H 1.94 -4.85 1.76
H 0.29 -3.93 0.47
H -1.41 -3.19 -0.51
H -0.58 -3.70 -1.98
H -2.66 -2.84 -2.69
H -1.45 -1.62 -3.13
H -3.22 -1.45 -0.66
H -3.59 -0.70 -2.22
H -4.11 0.27 0.10
H -5.06 1.88 1.39
H -4.57 4.17 1.50
H -2.97 5.31 0.20
H -1.26 4.46 -1.02
H 0.31 3.97 -1.90
H 1.36 2.62 -2.31
H 1.02 3.85 0.46
H 2.37 4.16 -0.64
C -2.37 -2.06 2.52
N -1.45 -1.40 1.64
C -0.54 -0.47 1.98
N -0.40 -0.18 3.31
O 0.13 0.12 1.14
H -3.10 -2.61 1.92
H -2.91 -1.34 3.14
H -1.86 -2.78 3.17
H -1.57 -1.47 0.64
H -0.69 -0.84 4.01
H 0.37 0.43 3.54
*
```


Computed, not measured: the molecule C24H32N6O4, with ωB97M-V/def2-TZVPD.

* Kohn-Sham gap: 8.63 eV
* LUMO: 0.30 eV
* total energy: -1563.22252 Eh
* SMILES string: CCOc1ccc(CCNC(=O)CCc2nnc3ccc(N4CCOCC4)nn23)cc1OCC
* ΔE to the lowest compared entry with this formula, charge and spin: 4.850 eV
* strongest force on any atom: 1.41 eV Å⁻¹
* HOMO level: -0.30635 Eh

ORCA input file:
```
! RIJCOSX wB97M-V def2-TZVPD def2/J DEFGRID3
* xyz 0 1
C -1.62 -2.76 3.49
C -2.15 -2.08 2.24
O -1.40 -0.93 1.88
C -0.10 -1.19 1.46
C 0.96 -0.82 2.27
C 2.27 -1.05 1.88
C 2.53 -1.66 0.66
C 3.94 -1.92 0.20
C 4.66 -0.61 -0.17
N 3.77 0.35 -0.80
C 3.08 0.05 -1.91
O 3.31 -0.94 -2.59
C 1.97 1.01 -2.31
C 1.97 2.40 -1.66
C 1.60 2.35 -0.22
N 2.43 2.42 0.80
N 1.74 2.34 1.94
C 0.47 2.21 1.63
C -0.72 2.10 2.38
C -1.88 1.94 1.71
C -1.89 1.89 0.27
N -3.06 1.81 -0.42
C -4.15 0.96 0.02
C -3.97 -0.44 -0.58
O -3.92 -0.39 -1.99
C -2.85 0.43 -2.42
C -3.00 1.85 -1.87
N -0.79 2.04 -0.44
N 0.34 2.20 0.25
C 1.47 -2.02 -0.16
C 0.15 -1.80 0.22
O -0.94 -2.13 -0.54
C -0.74 -2.88 -1.72
C -2.10 -3.33 -2.23
H -1.59 -2.06 4.32
H -2.26 -3.60 3.76
H -0.61 -3.13 3.32
H -2.18 -2.80 1.40
H -3.16 -1.71 2.41
H 0.74 -0.35 3.21
H 3.07 -0.74 2.52
H 3.91 -2.56 -0.68
H 4.51 -2.43 0.98
H 5.07 -0.13 0.72
H 5.48 -0.84 -0.86
H 3.49 1.13 -0.22
H 2.02 1.12 -3.40
H 1.03 0.51 -2.08
H 1.24 3.02 -2.17
H 2.95 2.86 -1.75
H -0.67 2.15 3.46
H -2.81 1.87 2.24
H -4.17 0.88 1.11
H -5.08 1.40 -0.33
H -4.82 -1.08 -0.33
H -3.04 -0.88 -0.19
H -2.88 0.42 -3.51
H -1.89 0.01 -2.07
H -2.16 2.47 -2.18
H -3.94 2.28 -2.23
H 1.69 -2.47 -1.11
H -0.11 -3.76 -1.50
H -0.23 -2.27 -2.48
H -2.74 -2.47 -2.42
H -1.97 -3.88 -3.16
H -2.58 -3.97 -1.50
*
```


Computed, not measured: a structure of composition C24H33AsF5IrO6PS, with ωB97M-V/def2-TZVPD.

* Kohn-Sham gap (spin up / spin down): 5.61 / 5.61 eV
* LUMO (spin up / spin down): -5.00 / -4.99 eV
* total energy: -4964.47623 Eh
* ΔE to the lowest compared entry with this formula, charge and spin: 3.243 eV
* strongest force on any atom: 5.07 eV Å⁻¹
* HOMO level (spin up / spin down): -0.38969 / -0.38971 Eh

ORCA input file:
```
! RIJCOSX wB97M-V def2-TZVPD def2/J DEFGRID3
* xyz 1 1
Ir -0.73 -0.05 0.30
F -4.76 5.81 2.18
C -4.37 4.57 1.95
C -3.29 4.31 1.11
F -2.65 5.30 0.50
C -2.89 3.00 0.90
F -1.82 2.77 0.09
C -3.52 1.91 1.50
S -3.06 0.26 1.20
C -4.61 2.20 2.34
F -5.23 1.19 2.95
C -5.03 3.50 2.56
F -6.07 3.73 3.35
C 3.80 -4.26 -3.54
O 2.82 -5.11 -2.96
C 1.81 -4.56 -2.27
C 0.91 -5.49 -1.68
C -0.17 -5.04 -0.98
C -0.42 -3.67 -0.80
C -1.63 -3.23 -0.16
C -2.73 -4.22 0.14
O -1.86 -2.05 0.15
C 0.52 -2.71 -1.32
O 0.45 -1.45 -1.15
C 1.61 -3.21 -2.09
H 4.52 -4.93 -4.01
H 4.30 -3.66 -2.78
H 3.35 -3.61 -4.29
H 1.10 -6.54 -1.82
H -0.84 -5.76 -0.54
H -2.91 -4.87 -0.71
H -3.64 -3.67 0.38
H -2.45 -4.82 1.00
H 2.27 -2.48 -2.51
C 3.36 0.65 -1.59
C 2.08 1.08 -2.29
As 0.54 1.58 -1.16
C 1.33 2.93 0.08
C 2.23 4.02 -0.50
C -0.52 2.44 -2.61
C -0.28 3.93 -2.82
H 4.18 0.62 -2.31
H 3.26 -0.34 -1.16
H 3.64 1.35 -0.81
H 1.72 0.28 -2.94
H 2.25 1.96 -2.92
H 1.90 2.32 0.79
H 0.52 3.39 0.64
H 2.95 3.63 -1.21
H 2.79 4.49 0.32
H 1.65 4.80 -0.98
H -1.58 2.26 -2.43
H -0.26 1.89 -3.53
H -0.51 4.48 -1.92
H -0.92 4.29 -3.62
H 0.76 4.13 -3.11
C 2.57 -1.09 1.46
O 1.63 -1.21 2.51
P 0.25 -0.39 2.51
O 0.70 0.89 3.36
C -0.28 1.74 3.95
O -0.56 -1.17 3.64
C -1.15 -2.45 3.46
H 3.11 -2.03 1.41
H 3.27 -0.28 1.67
H 2.05 -0.89 0.52
H 0.26 2.56 4.40
H -0.85 1.20 4.71
H -0.97 2.11 3.18
H -1.51 -2.74 4.44
H -0.40 -3.17 3.11
H -1.98 -2.40 2.76
*
```